Formula: C6H6N2OS
Source: the Open Molecules 2025 dataset
Level of theory: wB97M-V/def2-TZVPD

Positions of all 16 atoms, in Å:
S -2.799 0.642 0.404
O 0.924 -0.858 -0.159
N -2.724 -1.819 -0.855
N 1.051 1.266 0.557
C -1.420 1.522 0.803
C -0.343 -0.354 -0.115
C -2.175 -0.930 0.021
C -0.281 0.956 0.451
C 3.128 0.248 0.060
C 1.684 0.249 0.225
H 3.522 -0.366 0.782
H -2.034 -2.337 -1.415
H 3.466 1.238 0.200
H -3.627 -1.824 -1.313
H -1.644 2.465 1.372
H 3.275 -0.099 -1.018

Computed properties:
- Kohn-Sham gap (eV) = 7.28
- LUMO level (eV) = 0.34
- strongest force on any atom (eV Å⁻¹) = 5.7
- highest occupied orbital energy (eV) = -6.94
- ΔE to the lowest compared entry with this formula, charge and spin (kJ/mol) = 364.6
- E_tot (hartree) = -815.01656

=====

Formula: C31H43GeN4RhSeSi
Source: the Open Molecules 2025 dataset
Level of theory: wB97M-V/def2-TZVPD

Positions of all 82 atoms, in Å:
Rh -0.232 -0.718 -0.369
Se -0.156 -1.640 -3.388
Ge 1.496 -3.389 1.218
Si 0.535 -0.120 -4.951
N 0.200 1.263 0.246
N -0.943 -0.199 2.031
N 1.772 -0.270 -1.129
N -3.087 0.815 -3.442
C 1.125 1.925 -0.524
C 2.080 1.061 -1.160
C 1.136 3.318 -0.561
C 2.363 -0.475 -5.387
C -4.352 -1.336 0.804
C -1.149 1.122 2.191
C -2.382 0.996 -2.185
C -4.030 1.831 -3.835
C 0.999 -5.290 1.618
C -2.295 -0.815 -0.381
C -4.969 -0.223 0.265
C 4.186 0.578 -2.218
C 0.285 4.029 0.264
C -2.112 -0.648 4.051
C -3.554 -0.520 -3.713
C -0.494 3.336 1.196
C 0.338 1.684 -4.358
C -2.978 0.231 -1.020
C -4.282 0.546 -0.654
C -2.346 0.712 4.231
C -3.033 -1.618 0.490
C -1.863 1.603 3.296
C 3.300 1.494 -1.706
C -1.408 -1.045 2.928
C 3.366 -3.412 0.514
C 2.624 -1.137 -1.660
C -0.517 -0.333 -6.525
C -0.506 1.954 1.183
C 0.121 -2.783 -0.090
C 1.590 -2.425 2.968
C 3.838 -0.777 -2.207
H 2.569 -2.578 3.413
H 2.589 -0.177 -6.406
H -1.529 0.023 -6.367
H -2.459 -1.375 4.768
H -0.567 -1.374 -6.825
H -4.239 1.723 -4.902
H 4.491 -1.528 -2.618
H 0.772 2.383 -5.065
H -1.053 3.877 1.942
H 3.752 -2.405 0.389
H 3.425 -3.923 -0.443
H 0.825 1.835 -3.399
H -4.402 -0.819 -3.084
H -0.818 -3.259 0.193
H 0.403 -3.190 -1.066
H -4.894 -1.982 1.479
H -3.860 -0.583 -4.758
H -2.025 2.661 3.430
H 2.323 -2.174 -1.646
H -4.766 1.402 -1.105
H -4.992 1.771 -3.304
H -0.713 1.929 -4.249
H -2.743 -1.228 -3.541
H -5.981 0.039 0.541
H 3.542 2.546 -1.693
H 1.694 -5.730 2.326
H 5.137 0.894 -2.622
H 1.809 3.841 -1.223
H 0.847 -2.797 3.666
H 1.011 -5.887 0.710
H 1.434 -1.358 2.835
H -2.591 -2.490 0.949
H -2.883 1.064 5.100
H 4.014 -3.935 1.212
H -1.180 -2.088 2.752
H -2.355 2.068 -1.969
H 2.580 -1.534 -5.294
H -1.344 0.644 -2.321
H 0.269 5.107 0.240
H -0.001 -5.345 2.040
H -0.080 0.232 -7.342
H 3.034 0.063 -4.725
H -3.602 2.820 -3.670

Computed properties:
- Kohn-Sham gap (spin up / spin down) (eV) = 5.87 / 5.83
- LUMO level (spin up / spin down) (eV) = -0.99 / -1.02
- strongest force on any atom (eV Å⁻¹) = 3.3
- highest occupied orbital energy (spin up / spin down) (eV) = -6.87 / -6.85
- E_tot (hartree) = -6304.43079

=====

Formula: C9H10O3
Source: the Open Molecules 2025 dataset
Level of theory: wB97M-V/def2-TZVPD

Positions of all 22 atoms, in Å:
O 1.557 1.287 1.225
O 1.119 -1.661 -1.113
O 1.656 0.959 -1.067
C -2.803 0.618 -1.130
C 3.173 -0.375 0.264
C -2.425 -0.278 1.068
C -1.023 -0.303 0.763
C -3.272 0.244 0.177
C 0.859 -0.135 -0.698
C 1.826 0.349 0.240
C -0.573 -0.030 -0.536
C -1.472 0.326 -1.484
H 3.692 -0.175 1.140
H -0.341 -0.370 1.617
H -2.660 -0.756 1.954
H 2.296 1.483 1.793
H 2.854 -1.394 0.271
H -4.299 0.470 0.361
H -3.450 1.057 -1.814
H 0.944 -1.554 -2.078
H -1.079 0.356 -2.438
H 3.806 0.034 -0.569

Computed properties:
- Kohn-Sham gap (eV) = 9.73
- LUMO level (eV) = 0.70
- strongest force on any atom (eV Å⁻¹) = 4.1
- highest occupied orbital energy (eV) = -9.03
- ΔE to the lowest compared entry with this formula, charge and spin (kJ/mol) = 314.8
- E_tot (hartree) = -574.56607

=====

Formula: C4H4N4
Source: the Open Molecules 2025 dataset
Level of theory: wB97M-V/def2-TZVPD

Positions of all 12 atoms, in Å:
N 1.757 -0.023 -1.065
N -1.370 -0.991 0.405
N -1.797 0.025 1.114
N 1.275 1.243 -0.524
C -1.024 1.059 0.917
C -0.081 -0.600 -0.176
C 1.028 -1.119 -0.726
C 0.088 0.754 0.018
H -1.627 -1.989 1.350
H 1.485 -2.181 -0.777
H 2.663 -0.240 -1.439
H -1.635 2.065 1.158

Computed properties:
- Kohn-Sham gap (eV) = 8.95
- LUMO level (eV) = 0.25
- strongest force on any atom (eV Å⁻¹) = 6.0
- highest occupied orbital energy (eV) = -8.70
- ΔE to the lowest compared entry with this formula, charge and spin (kJ/mol) = 447.4
- E_tot (hartree) = -373.67449

=====

Formula: C6H9ClFN2
Source: the Open Molecules 2025 dataset
Level of theory: wB97M-V/def2-TZVPD

Positions of all 19 atoms, in Å:
Cl 2.823 0.062 1.438
F -1.365 -1.942 -0.907
N 1.195 1.712 0.662
N 0.220 1.897 1.171
C 2.668 0.869 -1.197
C 0.579 -0.215 -0.236
C 1.730 0.660 -0.072
C -0.668 0.036 0.024
C -1.889 -0.766 -0.233
C -2.689 -1.069 1.027
H 2.120 1.184 -2.038
H -2.504 -0.322 -1.071
H 0.775 -1.201 -0.842
H -0.903 0.969 0.566
H -2.181 -1.925 1.561
H 3.194 -0.085 -1.348
H -2.715 -0.118 1.597
H -3.706 -1.433 0.827
H 3.315 1.686 -0.929

Computed properties:
- net charge = +1
- Kohn-Sham gap (eV) = 8.63
- LUMO level (eV) = -6.49
- strongest force on any atom (eV Å⁻¹) = 4.8
- highest occupied orbital energy (eV) = -15.13
- ΔE to the lowest compared entry with this formula, charge and spin (kJ/mol) = 262.0
- E_tot (hartree) = -903.18689

=====

Formula: C3H6Cl2OSi
Source: the Open Molecules 2025 dataset
Level of theory: wB97M-V/def2-TZVPD

Positions of all 13 atoms, in Å:
Cl -2.639 1.963 -1.146
Cl 1.774 1.423 -1.834
Si 0.198 0.816 -0.687
O -1.006 1.897 -1.486
C 0.329 1.176 1.217
C -0.425 -0.865 -1.194
C 0.083 -1.980 -0.805
H -1.368 -0.811 -1.829
H 0.974 -2.244 -0.237
H 0.436 2.248 1.559
H -0.121 -3.047 -1.136
H -0.581 0.816 1.585
H 1.159 0.658 1.617

Computed properties:
- Kohn-Sham gap (spin up / spin down) (eV) = 6.77 / 6.62
- LUMO level (spin up / spin down) (eV) = 0.50 / -3.35
- strongest force on any atom (eV Å⁻¹) = 15.6
- highest occupied orbital energy (spin up / spin down) (eV) = -6.27 / -9.97
- 2S+1 = 3
- ΔE to the lowest compared entry with this formula, charge and spin (kJ/mol) = 269.8
- E_tot (hartree) = -1402.84632

=====

Formula: C3H10NO
Source: the Open Molecules 2025 dataset
Level of theory: wB97M-V/def2-TZVPD

Positions of all 15 atoms, in Å:
O 0.469 -0.146 1.547
N -0.280 -0.660 -0.924
C 1.022 -0.394 -1.665
C -0.230 1.022 2.205
C -1.408 -0.855 -1.473
H 1.341 0.648 -1.388
H -2.317 -0.976 -0.852
H -1.439 -0.629 -2.535
H -1.038 0.668 2.823
H 1.799 -1.087 -1.288
H -0.485 1.716 1.367
H 0.931 -0.436 -2.727
H 0.424 1.518 2.894
H -0.198 -0.252 0.206
H 1.409 -0.138 1.812

Computed properties:
- net charge = +1
- Kohn-Sham gap (eV) = 11.38
- LUMO level (eV) = -4.43
- strongest force on any atom (eV Å⁻¹) = 3.1
- highest occupied orbital energy (eV) = -15.81
- ΔE to the lowest compared entry with this formula, charge and spin (kJ/mol) = 183.2
- E_tot (hartree) = -249.98403

=====

Formula: C7H11I2N2O2Tm
Source: the Open Molecules 2025 dataset
Level of theory: wB97M-V/def2-TZVPD

Positions of all 25 atoms, in Å:
Tm 0.492 -1.103 1.726
I -0.359 -2.419 3.994
I 3.129 -2.170 2.149
O -1.114 0.501 1.625
O -2.871 1.350 2.861
N 0.656 -0.741 -1.051
N 1.980 0.958 -1.287
C -2.377 0.692 1.865
C 2.783 2.131 -1.014
C 0.901 -0.589 -2.414
C 1.715 0.477 -2.591
C 1.376 0.194 -0.336
C -0.202 -1.776 -0.446
C -3.699 0.376 1.418
H -4.017 -0.597 1.086
H 0.434 -2.607 0.045
H 2.463 2.613 -0.080
H -1.007 -1.347 0.299
H -0.902 -2.240 -1.151
H 2.659 2.850 -1.840
H 2.133 0.951 -3.478
H -4.583 0.772 1.963
H -3.925 1.087 0.696
H 0.479 -1.249 -3.145
H 3.857 1.887 -0.894

Computed properties:
- net charge = -2
- Kohn-Sham gap (spin up / spin down) (eV) = 2.05 / 5.13
- LUMO level (spin up / spin down) (eV) = 4.74 / 4.70
- strongest force on any atom (eV Å⁻¹) = 6.2
- highest occupied orbital energy (spin up / spin down) (eV) = 2.69 / -0.43
- 2S+1 = 3
- E_tot (hartree) = -2213.84379